{"formula": "C14H38N3O2", "method": "ωB97M-V/def2-TZVPD", "total_charge": -1, "e_above_lowest_kj_mol": 442.9, "mol_weight_g_mol": 280.48, "orbital_gap_ha": 0.12824, "total_energy_ha": -870.72672, "homo_ev": -1.289, "elements": ["N", "H", "H", "H", "H", "O", "C", "C", "O", "H", "H", "H", "H", "C", "C", "N", "C", "C", "C", "C", "H", "H", "H", "H", "H", "H", "H", "H", "H", "H", "H", "H", "H", "H", "H", "C", "C", "N", "C", "C", "C", "C", "H", "H", "H", "H", "H", "H", "H", "H", "H", "H", "H", "H", "H", "H", "H"], "positions_angstrom": [[-0.99175, 0.00069, 0.29838], [-1.90820, 0.20954, 0.66800], [-0.72873, 0.48823, -0.54615], [-1.26033, -0.91747, -0.02557], [-0.26533, -0.12378, 0.98896], [-4.44490, -0.85013, 1.69076], [-4.67257, -2.25958, 1.56728], [-4.11263, -3.08808, 0.29214], [-2.77465, -3.22800, -0.07359], [-5.74930, -2.38559, 1.45375], [-4.40206, -2.71730, 2.51881], [-4.63532, -2.74190, -0.59952], [-4.59193, -4.06701, 0.30092], [1.44955, 2.64244, -1.88497], [1.14548, 1.98343, -3.25046], [-0.23643, 1.37974, -3.21061], [-1.25573, 2.33868, -3.62828], [-2.68033, 1.84397, -3.23274], [-0.30273, 0.05342, -3.87036], [-0.18513, 0.10738, -5.43761], [1.63306, 1.87375, -1.13427], [0.63661, 3.23724, -1.46851], [2.26106, 3.36493, -1.97183], [1.33426, 2.57819, -4.14417], [1.82608, 1.14476, -3.39715], [-1.08225, 3.29495, -3.13475], [-1.16994, 2.59555, -4.68410], [-3.45220, 2.59516, -3.40012], [-3.01508, 0.99783, -3.83282], [-2.61615, 1.63665, -2.16456], [-1.27541, -0.39445, -3.66686], [0.46540, -0.62131, -3.49247], [-0.07100, -0.83629, -5.97104], [0.65944, 0.68439, -5.81426], [-1.09856, 0.56262, -5.82035], [2.39517, -2.41528, 1.47571], [1.77825, -1.84039, 2.72362], [1.92099, -0.39558, 2.80725], [0.92196, 0.07221, 3.82233], [0.66338, 1.56647, 3.63827], [3.25109, 0.07221, 3.06040], [3.92009, -0.51468, 4.25995], [3.47899, -2.30018, 1.46213], [1.99506, -2.03391, 0.53625], [2.12579, -3.47146, 1.47964], [0.73910, -2.16509, 2.67036], [2.12867, -2.37531, 3.60633], [1.04900, -0.17654, 4.87594], [-0.05302, -0.34352, 3.56800], [0.36134, 1.92715, 2.65503], [1.50576, 2.14321, 4.02021], [-0.11345, 1.85943, 4.34453], [3.92436, -0.14849, 2.23210], [3.22734, 1.15071, 3.21654], [4.87912, -0.00839, 4.36960], [3.27664, -0.42451, 5.13513], [4.19207, -1.56072, 4.11877]], "forces_ev_per_angstrom": [[-0.2360, -0.9829, -0.5450], [-1.1336, 0.8496, 0.8844], [0.1840, 0.7775, -0.1610], [-0.2867, -2.0175, -0.3533], [0.3026, 0.3023, 0.3444], [0.7164, -1.1383, -0.6441], [0.8444, 1.8493, -1.0988], [0.7836, 0.5696, -0.2977], [0.3065, 0.8094, 0.9098], [-0.7024, -0.3958, -0.0704], [0.4167, -0.7093, 0.2451], [-0.6480, 1.2375, -0.3554], [-0.2300, -1.0225, 1.0123], [-0.1829, 0.3477, -0.6382], [-1.0598, -1.1446, 0.8047], [1.2528, -0.1163, -0.0028], [-0.8926, -0.2981, 0.1819], [0.8526, 0.5793, -0.4638], [-0.1394, 0.3618, -1.4985], [-0.1623, 0.3345, 0.2723], [0.3838, 0.0258, -0.0956], [-0.4099, -0.0587, -0.3971], [0.4055, -0.3252, 0.1674], [-0.3239, 0.6575, 0.0979], [0.1339, -0.0896, 0.2369], [0.1814, -0.0828, 0.3593], [-0.1281, -0.2006, -0.4454], [0.2082, 0.2910, 0.0988], [0.2283, -0.2784, 0.3575], [-0.4384, -0.3762, -0.1115], [0.1131, -0.0398, 0.2878], [0.0072, 0.2543, 0.3523], [-0.2154, -0.3976, 0.5598], [0.0921, 0.3526, 0.3217], [0.0400, 0.0916, -0.1768], [0.3587, -0.6668, -0.0476], [-0.0862, -0.4080, -0.8060], [-2.3446, -0.4352, 1.0421], [-0.7057, 1.2080, -2.0064], [0.3042, 0.5103, 1.6714], [0.5660, 0.1510, -0.0226], [0.6139, -0.4857, 0.5220], [0.0917, -0.1484, -0.0980], [-0.1178, 0.3742, 0.1721], [0.3674, -0.1803, -0.1335], [-0.3510, 0.6950, 0.0906], [0.4574, 0.0053, 0.2545], [0.6573, -0.0921, 0.0926], [0.1745, -0.6730, -0.1297], [0.2213, -0.4158, -0.0917], [0.2696, 0.2268, -0.4351], [-0.3707, -0.0620, -0.1055], [-0.3190, 0.2263, -0.4902], [-0.1058, 0.0697, -0.3861], [-0.0573, 0.1908, 0.4985], [0.3574, 0.0387, 0.2357], [-0.2448, -0.1456, 0.0339]]}